The following is a quantum chemistry calculation of a cluster of 2 separate species, C3H8NOS in total in a non-equilibrium geometry, from the OMol25 dataset.

```
14
Properties=species:S:1:pos:R:3:lowdin_charge:R:1
C 0.13 -1.02 -0.54 -0.164
C 1.47 -0.95 0.16 -0.386
C -0.07 0.49 -0.43 -0.578
N -0.86 1.20 -1.20 0.201
O -1.18 0.62 1.45 -0.022
S 1.45 0.87 0.33 1.051
H 0.20 -1.22 -1.55 0.109
H -0.61 -1.61 -0.07 0.118
H 1.60 -1.59 1.14 0.138
H 2.38 -1.23 -0.42 0.096
H -0.83 1.42 1.89 0.099
H -1.62 0.85 -1.75 0.151
H -0.71 2.19 -1.08 0.143
H -1.36 -0.01 2.07 0.043
```

Summary:
Energy above the lowest of the compared OMol25 structures with the same formula, charge and spin   0.6519 eV
Charge   +1
Molecular weight   106.2 g/mol